Entry from the Open Molecules 2025 dataset: a 2-piece molecular cluster, C28H49Cl2N5O6S overall at a distorted geometry (ωB97M-V/def2-TZVPD).

Results
Total energy ... -3139.6752 a.u.
Orbital gap ... 8.797 eV
Highest occupied orbital energy ... -9.40 eV
Multiplicity ... 1

Structure (XYZ):
```
91
C28H49Cl2N5O6S | the Open Molecules 2025 dataset | ωB97M-V/def2-TZVPD
C 0.856 -1.261 1.605
C 1.376 -0.805 0.335
C 2.765 -0.023 0.176
C 3.557 -0.308 -1.194
C 2.676 -0.888 -2.399
C 2.461 -2.485 -2.373
C 3.518 -3.245 -3.315
N 3.129 -4.654 -3.670
C 2.251 -5.259 -2.637
N 0.961 -5.463 -2.872
N 2.729 -5.634 -1.267
C 3.729 -0.571 1.375
C 3.581 0.265 2.738
C 3.611 -0.711 4.039
O 3.647 -0.146 5.168
O 3.567 -2.134 3.968
O 2.692 1.413 0.362
C 1.780 2.049 -0.554
C 2.473 3.257 -1.412
C 1.390 3.591 -2.574
O 0.832 4.720 -2.544
O 1.065 2.586 -3.566
C -0.134 2.935 -4.273
C -1.561 2.212 -4.020
O -0.099 3.813 -5.173
C 0.654 2.794 0.377
C -0.799 2.096 0.280
C -1.781 3.185 -0.407
C -3.340 2.811 -0.261
C -3.526 1.202 -0.351
C -5.002 0.953 -1.017
C -5.609 -0.386 -0.357
C -5.072 -1.643 -1.207
C -4.711 -2.947 -0.340
C -5.535 -3.093 1.032
N 1.204 2.831 1.785
N 0.255 3.476 2.612
C 0.147 2.749 3.699
S -0.146 1.801 5.037
H 0.895 -0.515 2.476
H 0.469 -2.314 1.794
H 0.673 -1.010 -0.560
H 4.149 0.642 -1.485
H 4.372 -1.102 -0.978
H 3.267 -0.663 -3.371
H 1.654 -0.401 -2.538
H 2.529 -2.840 -1.288
H 1.377 -2.667 -2.734
H 3.660 -2.653 -4.292
H 4.551 -3.209 -2.789
H 3.989 -5.223 -3.651
H 0.525 -5.893 -2.028
H 2.069 -5.205 -0.593
H 3.628 -5.132 -1.166
H 4.826 -0.451 1.031
H 3.539 -1.690 1.468
H 4.517 0.928 2.861
H 2.605 0.854 2.835
H 2.699 -2.336 3.531
H 1.311 1.361 -1.332
H 3.400 2.862 -1.946
H 2.636 4.200 -0.799
H -1.701 1.406 -4.838
H -1.624 1.716 -2.994
H -2.432 2.936 -4.141
H 0.535 3.904 0.067
H -0.710 1.181 -0.419
H -1.176 1.743 1.307
H -1.455 3.299 -1.510
H -1.646 4.227 0.080
H -3.907 3.345 -1.105
H -3.717 3.158 0.775
H -2.779 0.718 -1.068
H -3.407 0.680 0.659
H -4.797 0.840 -2.148
H -5.646 1.884 -0.879
H -6.755 -0.321 -0.491
H -5.307 -0.384 0.742
H -5.849 -1.917 -2.002
H -4.142 -1.271 -1.784
H -4.982 -3.860 -0.998
H -3.585 -3.051 -0.109
H -4.978 -2.479 1.830
H -5.574 -4.167 1.426
H -6.583 -2.616 0.928
H 2.025 3.472 1.749
C -0.420 1.864 8.738
Cl -0.593 0.265 8.003
Cl -1.952 2.424 9.419
H 0.322 1.809 9.533
H -0.092 2.570 7.976
```